# 1
65
Properties=species:S:1:pos:R:3:forces:R:3 method="wB97M-V/def2-TZVPD" multiplicity=4 gap_ha="0.253 / 0.224" total_charge=+2
H -2.176 0.192 -3.009 0.0154 0.0264 -0.0149
N 0.021 2.439 0.331 0.0337 -0.0101 -0.0148
H 0.926 -1.818 -3.789 -0.0210 -0.0203 0.0104
C -3.610 2.590 0.739 -0.1852 0.1538 0.0151
H 3.648 -1.280 5.392 -0.0018 -0.0116 -0.0201
C -2.321 2.096 0.593 0.2792 -0.1551 -0.0220
H -2.770 -1.154 0.702 0.0032 -0.0039 0.0061
C 1.075 3.241 0.254 -0.0431 0.0276 -0.0395
C -1.717 1.151 -2.772 -0.0346 -0.0030 -0.0274
C 1.168 -4.751 -0.089 -0.0097 -0.0785 -0.1038
F 1.326 -0.043 5.129 0.0128 0.0067 0.0068
C 0.079 -4.465 0.722 0.2563 0.0576 -0.2986
H -0.692 -1.190 -4.127 0.0102 -0.0149 0.0203
C -3.814 4.016 0.717 -0.0983 -0.1700 0.0230
Tc 0.076 0.364 0.395 0.1788 -1.0746 0.0761
F 5.211 -2.114 3.474 -0.0155 0.0036 0.0207
H 0.199 2.043 -2.376 0.0041 0.0136 -0.0138
H -1.263 -1.294 -1.690 0.0074 0.0123 0.0441
F 0.519 0.426 2.596 0.0263 0.1686 0.0628
C 3.313 -1.085 4.382 0.0120 0.0024 0.0952
H -5.122 -0.438 1.019 0.0068 0.0151 -0.0060
H 1.967 -6.526 -1.125 -0.0039 0.0078 0.0220
C -3.025 -0.102 0.722 -0.0187 0.1785 -0.0483
C 2.557 -0.659 -0.780 -0.0339 0.0151 0.1787
H -4.823 4.396 0.813 0.0066 -0.0171 0.0148
C -4.644 1.648 0.901 -0.0681 0.1220 -0.0024
C -4.350 0.309 0.894 0.0207 -0.1155 -0.0056
C 1.202 -6.095 -0.497 0.0589 0.1480 0.0147
C -0.215 -1.305 -1.993 0.0849 0.0961 -0.2036
C 0.141 -6.811 0.002 -0.0411 -0.0481 0.0132
H 0.301 -1.993 -1.327 0.0348 -0.0190 0.0282
C -0.103 -1.788 -3.433 -0.0055 0.0126 0.0110
Te -0.423 -2.719 1.607 -0.3640 0.4889 0.2144
S -0.881 -5.868 0.971 -0.0570 -0.1686 0.0881
C 2.118 -0.436 4.140 0.0215 -0.0017 0.0449
C 0.950 4.633 0.263 0.1072 -0.0366 -0.0010
H 2.092 -0.324 -2.863 0.0316 0.0300 -0.0203
H -2.173 1.539 -1.864 0.0078 -0.0282 -0.0042
C -2.775 4.862 0.581 0.1606 0.0718 -0.0173
C -1.427 4.369 0.457 -0.0950 0.2238 0.0082
C 1.739 -0.204 2.842 -0.2804 0.1081 0.1004
H 2.045 2.765 0.184 -0.0116 -0.0040 0.0088
C 2.469 -0.578 1.724 -0.1814 0.1906 -0.6175
N 1.918 -0.264 0.474 0.2949 0.1046 0.2322
C -0.295 5.199 0.356 -0.1045 0.0666 0.0058
C 1.834 0.078 -1.884 -0.1044 0.0898 -0.0949
H -1.971 1.835 -3.582 -0.0003 -0.0014 0.0291
H -5.665 1.987 1.033 0.0218 -0.0019 -0.0158
N 0.341 0.068 -1.714 -0.0636 -0.0996 0.0563
C -0.207 1.077 -2.678 0.0460 0.0036 0.0702
H -0.487 -2.808 -3.474 0.0118 0.0128 -0.0042
H 1.919 -4.017 -0.350 -0.0206 -0.0260 -0.0057
N -2.029 0.763 0.572 -0.2106 0.0842 0.1051
H -2.936 5.932 0.566 0.0144 -0.0091 0.0103
H 2.519 -1.744 -0.910 -0.0299 -0.0146 0.0002
H -0.412 6.276 0.363 -0.0098 -0.0272 -0.0053
H 1.842 5.241 0.198 -0.0198 -0.0092 -0.0008
C 3.658 -1.243 1.985 0.2003 -0.1306 0.0382
H 3.608 -0.373 -0.806 0.0372 -0.0183 -0.0141
F 4.431 -1.682 0.987 0.0044 0.0135 -0.0180
H 2.138 1.126 -1.868 -0.0286 0.0173 -0.0128
C 4.063 -1.480 3.294 0.0605 -0.0370 -0.0424
C -1.219 2.995 0.449 0.0775 -0.2424 0.0160
H -0.078 -7.855 -0.165 -0.0035 0.0322 0.0039
H 0.212 0.850 -3.661 0.0157 -0.0073 0.0003

---

# 2
6
Properties=species:S:1:pos:R:3:forces:R:3 method="wB97M-V/def2-TZVPD" smiles=O.O gap_ha=0.417
H -1.679 -0.062 0.704 -1.3959 -0.3924 2.4287
H 1.957 -0.666 -0.348 0.2721 -0.7764 -0.4614
O 1.553 0.072 0.077 -1.9591 0.8237 0.2921
H -1.217 0.830 -0.357 0.2695 -2.0334 0.1377
O -1.161 -0.137 -0.054 0.7262 2.5669 -2.6908
H 0.547 -0.037 -0.022 2.0872 -0.1883 0.2938

---

# 3
65
Properties=species:S:1:pos:R:3:forces:R:3 method="wB97M-V/def2-TZVPD" smiles="C[N+](=O)[O-].C[N+](=O)[O-].C[N+](=O)[O-].CCCCCC.ClCCCl.ClCCCl.ClCCCl" gap_ha=0.394
H -2.774 0.496 0.177 0.1277 0.5223 0.2972
Cl -4.370 2.175 5.873 0.0865 0.0004 -0.3749
C 4.584 -1.942 -1.215 -0.1100 0.5305 -0.1349
O -0.527 2.247 1.430 -0.8334 -2.5818 -0.2575
Cl -5.067 4.979 7.196 -0.1110 0.2859 0.5261
O -1.989 -6.375 5.179 -0.6353 0.7420 -0.1857
O -4.576 3.369 -3.981 -0.0563 0.2328 -0.3503
H 0.165 -2.046 -6.525 -0.0966 0.1482 0.2931
N -1.804 -5.240 4.750 -0.4437 -0.9631 1.2535
H 2.986 -6.551 -3.330 -0.3044 -0.2426 -0.0709
H -2.841 -3.397 4.234 0.8584 -0.0844 0.2294
H -2.778 -1.668 -7.117 -0.0342 -0.2801 -0.0740
H -4.562 3.945 -6.353 0.5705 -0.1481 -0.1975
Cl -0.984 -0.344 -5.255 0.1634 -0.3148 -0.5045
H 3.175 7.631 3.922 -0.6708 -0.2646 -0.3223
C -0.740 -1.454 -6.667 1.2480 0.8986 -0.2933
H -3.828 -4.687 4.761 0.1440 -0.3728 0.1823
C -3.697 4.862 6.076 -0.3629 -1.0940 -0.2344
O -0.778 -4.893 4.258 1.2163 0.8565 -0.9731
C -3.781 4.529 -5.866 -0.6810 0.1325 0.3653
H 3.698 -0.568 0.245 0.3737 0.1405 0.1984
H 3.084 -3.019 -0.174 -0.3646 0.2894 0.1276
H -2.900 -3.877 5.990 0.5010 -0.0693 -0.1434
N -3.912 4.297 -4.405 0.0939 -0.4262 0.2397
H -1.288 -0.104 -0.462 0.2661 0.0448 0.2797
H 1.659 -7.048 -2.148 -0.0231 -0.1159 -0.6094
H 3.711 0.040 -1.397 -0.3096 -0.1773 -0.1163
O -3.243 5.038 -3.730 0.1847 0.4076 0.6676
H -0.617 -0.868 -7.578 0.2203 0.3000 0.2767
C 3.621 -4.233 -1.810 -0.6605 0.9765 0.2152
H -3.969 5.594 -6.002 0.2220 -0.1247 -0.1136
C -2.864 -4.215 4.954 -1.6317 -0.0992 -0.3674
H 1.843 -5.044 -0.959 -0.4294 0.3232 -0.1414
H 4.045 -4.170 -2.812 0.4850 0.0751 0.0777
Cl 3.017 4.027 5.036 -0.2293 0.5680 -0.0788
H -4.154 5.102 5.116 0.4621 -0.0300 -0.0958
C 4.288 -0.532 -0.670 0.2979 -0.3103 -0.6442
C 3.354 -2.821 -1.211 0.4467 -1.1018 -0.4538
N -1.012 1.107 1.258 -0.6767 1.1308 -0.3924
H 1.568 5.540 3.882 -0.0826 -0.3910 0.2007
H 4.333 6.546 4.562 -0.0968 -0.1303 0.2038
H -2.949 5.601 6.363 -0.0027 -0.1785 -0.0846
O -1.066 0.186 2.043 0.7134 0.6581 0.5114
C -1.928 -2.287 -6.831 -1.2227 -0.9980 0.0572
C 2.346 -5.035 -1.925 0.0217 -0.7153 -0.3450
H 1.912 6.089 5.524 0.2557 -0.0894 0.0565
Cl -1.629 -3.513 -8.142 -0.1753 0.4854 0.5191
C -3.121 3.418 6.088 -0.0488 1.1227 0.3798
H -2.362 3.352 5.308 -0.1171 -0.2616 0.0078
H -2.732 4.285 -6.035 -0.3219 -0.0948 -0.6029
H 4.290 -4.722 -1.102 0.3219 -0.2486 -0.3071
C 3.407 6.568 3.987 0.8789 -0.8079 0.9603
H 5.214 0.040 -0.606 -0.0048 -0.0184 0.6304
H -2.681 3.203 7.062 0.1062 0.1348 -0.1430
H 5.379 -2.466 -0.684 0.0488 0.1858 0.4076
C 2.572 -6.479 -2.324 0.6365 -0.2882 0.9613
C -1.743 0.785 -0.026 0.7116 0.1890 -0.7440
C 2.353 5.646 4.631 0.0661 0.8115 -0.6869
Cl 3.884 5.888 2.415 -0.1214 0.2999 -0.3379
H 4.991 -1.828 -2.220 -0.1377 -0.0624 -0.2737
H 1.730 -4.698 -2.759 -0.4209 0.8972 0.4914
H 3.301 -6.911 -1.638 0.2184 -0.2237 -0.0355
H -1.612 1.601 -0.736 -0.3259 0.0562 0.3141
H -2.155 -2.804 -5.898 -0.1045 -0.2314 -0.2626
H 2.519 -2.346 -1.727 -0.1001 0.0944 0.0220

---

# 4
14
Properties=species:S:1:pos:R:3:forces:R:3 method="wB97M-V/def2-TZVPD" gap_ha="0.258 / 0.253"
C 1.680 0.587 1.607 -0.4389 0.1035 -0.6203
H -2.286 0.195 -1.855 -0.1409 -0.0827 -0.0850
H 1.205 -0.164 2.228 -0.0904 -0.1123 0.0585
O 1.676 1.404 -1.071 -0.1027 0.4838 -0.3431
N 1.263 -1.113 -0.603 -0.3004 0.6471 0.3092
S -2.000 0.934 0.416 2.2365 -0.2814 -0.1916
H 2.763 0.462 1.593 -0.0251 -0.0524 -0.1133
H 0.748 -1.823 -0.105 -0.0837 -0.0919 -0.0121
H 1.268 -1.237 -1.608 -0.0428 -0.0420 0.0454
H -3.748 -0.012 -0.864 -0.0993 -0.0397 -0.0674
H 1.426 1.580 1.970 -0.0426 0.0075 0.0058
C -2.667 -0.125 -0.888 0.4389 0.0499 0.1280
P 1.077 0.476 -0.121 -1.1810 -0.5532 1.0081
H -2.406 -1.165 -0.700 -0.1276 -0.0360 -0.1222

---

# 5
116
Properties=species:S:1:pos:R:3:forces:R:3 method="wB97M-V/def2-TZVPD" multiplicity=3 gap_ha="0.236 / 0.214" total_charge=+1
H -2.709 6.546 0.097 -0.0504 -0.6192 -0.1125
N -0.527 -1.586 0.265 0.0858 -0.5760 2.1979
Ti -0.939 -1.294 -1.607 -1.3518 -1.5792 -2.4254
H -4.198 -0.636 1.584 -0.3016 0.6963 0.1897
C -0.292 5.709 1.161 -0.7974 0.2104 -0.4949
H -4.582 -4.868 -1.558 -0.1532 0.1022 0.4076
H -2.252 6.958 2.653 0.2362 0.7461 0.3017
C 0.036 0.431 -2.907 -1.3517 1.2969 -0.8719
N -1.750 -0.935 0.630 0.7307 -0.8147 0.3176
N -1.481 0.700 -1.228 1.1145 1.0972 -0.1999
H -2.161 4.954 -0.595 -0.3941 0.4050 0.5356
H 3.481 0.770 -3.066 -0.8167 -0.4982 -0.0295
H -1.043 -3.436 -2.108 0.3484 -0.6320 0.4993
C 3.178 0.187 4.593 -0.7998 -1.4917 1.1543
H 1.585 -3.832 -0.780 0.1626 0.2266 -0.0567
H 6.135 -1.164 0.480 0.0672 -0.6649 0.7956
C -1.781 5.230 1.519 2.2350 -0.2037 -1.0325
H 2.922 -0.422 3.695 0.4655 0.7325 0.3093
H -5.181 -3.176 -4.535 -0.0763 0.5656 0.1907
H -3.745 -3.457 -5.413 0.1834 -0.0270 0.8892
C 1.169 -3.434 2.624 0.5654 0.8445 0.3831
C -0.445 -2.703 1.020 -0.2445 -1.0370 0.1796
H 2.116 -3.899 2.823 0.5025 -0.5803 0.0504
H 0.349 5.876 2.052 -0.3709 -0.3207 -0.5563
N -1.739 1.613 1.276 -1.6702 -0.1983 -0.6523
H -1.730 -3.696 2.475 -0.3112 0.7171 -0.2299
H 0.127 4.952 0.467 0.1252 0.4305 0.5832
H -3.189 -3.208 -0.690 -0.1004 0.4061 -0.4980
H 2.294 1.155 -1.862 0.0567 -0.5514 0.1915
B -2.109 0.577 0.238 -0.0136 -0.2196 0.4674
C -1.613 3.745 1.625 0.4199 -1.2029 1.4888
H -4.225 -1.148 -3.518 0.8675 -0.7921 -0.8300
C 2.520 0.401 -2.625 0.6132 -0.4350 -0.4210
C -2.260 5.899 2.807 -0.8267 -1.1489 -1.6053
N -2.402 2.839 1.076 1.2910 -0.4939 -0.7388
C 1.852 -3.439 0.206 1.0447 0.1605 0.5507
C 0.712 -3.714 1.191 0.0620 1.3060 -0.4496
C -1.572 -2.845 1.806 -0.6023 0.6500 -0.2265
H -1.176 -3.232 -3.856 0.0880 1.6295 0.0363
C 5.361 0.935 2.486 -0.7358 -0.1925 -0.4673
H 5.349 -0.094 2.947 -0.1961 0.9806 -0.4454
C -2.635 5.451 0.282 0.8583 1.4925 -0.3119
C 5.376 -0.444 0.257 -2.0143 0.8832 -0.3822
C -4.521 -3.984 -2.182 -1.9227 -0.9403 -2.2197
H 1.167 -5.829 1.390 -0.3498 0.5076 0.0571
H 2.768 -4.004 0.570 -0.9866 0.6956 -0.5857
C 1.339 -0.530 -4.770 0.4965 -1.4412 -0.3567
H -3.608 5.062 0.440 -1.0072 -0.4261 -0.0444
H 6.279 1.414 2.787 0.4746 0.0485 0.3935
C -3.684 -1.352 2.193 1.3792 -0.2254 0.2874
H 5.621 -0.147 -0.779 -0.1771 -0.2349 0.2732
H -0.328 6.647 0.571 -0.0611 -0.2590 0.5160
N -0.052 0.405 -1.573 -1.2468 1.8714 1.3468
N 5.410 0.799 1.015 -0.6416 0.3969 -1.4128
C -1.740 -3.348 -2.937 -1.7034 -0.8684 -0.3189
H -2.245 -5.485 -2.557 -0.5979 0.6533 -0.6105
H -1.651 5.538 3.622 -0.0911 0.2185 0.4401
H 5.804 2.140 -0.574 -1.6067 -0.2987 0.5218
H 2.477 2.162 -4.611 -0.4077 -0.3594 0.1676
H 0.465 -3.764 3.363 -0.4633 -0.4242 0.2628
H -4.332 -2.200 2.338 -0.0448 -0.6261 -0.2732
H 2.306 -0.497 -5.280 -0.1882 0.3178 -0.3236
H -0.050 -5.571 0.226 -0.4332 -0.0454 -1.8554
H 4.270 -0.838 0.203 1.8644 -0.0693 0.1397
H -5.581 -3.608 -2.453 1.5003 -0.8585 0.6976
H 4.446 2.914 3.001 -0.3992 -1.0282 -0.0857
H 4.024 1.645 -0.513 -0.2823 -0.8172 -0.3009
C 0.030 0.584 2.742 -0.6205 -0.1566 -0.8111
H 2.234 0.255 5.153 -0.1831 0.1135 -0.1318
H 4.744 1.555 6.066 0.0107 0.8697 0.1455
H -3.407 2.292 -3.379 -0.4010 0.3770 0.1127
C 0.304 -5.181 1.131 0.1242 -0.4262 1.7215
C 1.342 0.483 -3.656 0.9088 0.4287 0.4088
H -3.458 -1.036 3.233 -0.2172 0.4399 -0.7382
H 3.361 1.649 2.279 -0.1992 0.3117 0.0426
H 1.373 -1.553 -4.334 -0.5306 0.3707 -0.2816
C -0.691 1.749 2.096 0.6232 0.6668 0.9323
H -3.305 5.586 2.856 -0.0074 0.0881 0.8068
H 0.505 -0.428 -5.525 0.8659 -0.0423 0.9384
N 3.672 1.499 4.332 -0.1632 0.8402 0.0487
H 0.700 0.899 3.530 0.1211 0.2408 0.0021
C 4.149 1.832 3.018 0.8775 -0.8000 -0.7239
N -3.978 -4.464 -3.497 2.3395 2.0589 0.6044
H 3.444 2.763 6.112 -0.6219 0.0736 -0.0796
C -4.106 -3.241 -4.377 -0.1461 -0.8616 -1.2945
C -2.459 -4.692 -3.325 -1.4902 -0.7040 1.3204
C 1.473 1.896 -4.246 -0.7694 1.4328 1.6401
C -3.452 -1.927 -3.820 -1.8694 -0.1688 1.9631
H 4.605 2.763 0.633 0.4125 -0.3551 -0.1289
H -2.668 -1.512 -4.406 0.2144 0.4094 -0.9363
C -2.366 -1.714 1.520 -0.8784 -0.9538 1.4506
H 1.179 2.592 -3.394 0.7536 -0.4466 -1.0111
C 4.165 2.292 5.461 1.3232 -1.6755 -0.6134
H 0.589 0.058 1.967 0.2643 -0.1924 0.1162
H -1.564 0.778 -4.442 0.1577 0.5116 -0.9008
C -1.236 0.818 -3.435 -1.2974 -0.5118 1.2053
H -3.257 2.789 -1.676 -0.2438 -0.1700 0.5210
H -2.128 -5.096 -4.278 0.2468 0.2625 -0.0035
H 0.727 2.120 -4.993 -0.1597 -0.1864 -0.5520
C -3.731 -2.849 -1.596 -0.2723 -0.2478 1.7440
H -0.506 -5.424 1.838 0.4244 0.1990 0.0309
H -4.295 1.276 -2.226 0.9721 1.3235 0.4111
N -2.787 -2.277 -2.539 2.1281 -0.5986 -1.2736
H 3.737 -0.520 5.310 0.2565 1.0983 -1.0882
H -4.506 -2.135 -1.254 0.9741 0.3281 -0.1407
H 2.745 -0.614 -2.184 -0.5700 1.0594 -0.3119
H 2.113 -2.342 0.155 -0.2741 -1.1421 -0.0267
C -2.161 1.080 -2.371 3.4769 -0.2885 0.2167
H -3.290 0.630 0.114 -0.1980 -0.0850 -0.4537
H -0.688 -0.144 3.173 0.2837 0.4455 -0.1912
C -3.378 1.947 -2.343 -0.8299 -2.1934 -1.6688
H 0.285 3.515 2.769 1.4156 1.0048 1.2877
H 1.338 -2.378 2.877 -0.1270 0.0183 -0.5377
C 4.900 1.850 0.080 2.4301 1.4091 1.5734
H 4.844 3.047 5.039 -0.1987 -0.1707 0.4922
C -0.550 3.099 2.335 -1.3859 -1.0923 -1.2350